{"formula": "C39H29F15GeN7O2RhS3", "method": "ωB97M-V/def2-TZVPD", "species": ["Rh", "C", "C", "S", "C", "C", "S", "H", "H", "H", "H", "H", "H", "N", "C", "C", "C", "C", "N", "C", "N", "N", "C", "O", "O", "H", "H", "H", "H", "H", "H", "H", "H", "H", "H", "H", "H", "H", "H", "C", "C", "N", "C", "C", "C", "C", "C", "C", "C", "C", "N", "C", "N", "H", "H", "H", "H", "H", "H", "H", "H", "H", "F", "C", "C", "C", "F", "C", "F", "C", "F", "C", "F", "Ge", "S", "C", "C", "F", "C", "F", "C", "F", "C", "F", "C", "F", "C", "C", "F", "C", "F", "C", "F", "C", "F", "C", "F"], "coordinates": [[-1.883239, -1.075321, 1.971044], [2.514516, -1.322767, 3.592041], [1.301026, -1.406492, 2.696403], [-0.045226, -0.336888, 3.132349], [1.174518, -2.194263, 1.647951], [2.213136, -3.174714, 1.163530], [-0.300909, -2.120028, 0.685097], [2.459194, -0.444108, 4.237774], [3.435505, -1.252348, 3.010278], [2.594131, -2.200599, 4.240811], [3.222841, -2.788289, 1.303208], [2.082675, -3.385539, 0.101353], [2.135525, -4.123327, 1.701538], [-1.878375, 0.767277, 0.953996], [-3.219865, 0.989688, 0.367001], [-3.572827, 2.456430, 0.094791], [-3.216714, 3.015778, -1.287097], [-4.194596, 2.584310, -2.391970], [-4.145859, 1.150123, -2.729143], [-2.995617, 0.587879, -3.122123], [-2.094921, 1.306029, -3.765760], [-2.738838, -0.697104, -2.868674], [-4.317283, 0.282590, 1.187611], [-5.475826, 0.559882, 0.943025], [-3.921696, -0.649821, 2.010861], [-1.671124, 1.472168, 1.657372], [-1.133246, 0.832036, 0.256354], [-3.222898, 0.416099, -0.555928], [-3.087687, 3.061161, 0.866328], [-4.647423, 2.560024, 0.243463], [-2.183733, 2.765111, -1.551731], [-3.273004, 4.106480, -1.248841], [-4.041874, 3.171270, -3.299710], [-5.215218, 2.775764, -2.064452], [-4.820730, 0.557953, -2.271203], [-2.273908, 2.273704, -3.965692], [-1.114430, 1.017862, -3.654617], [-3.331902, -1.225795, -2.253580], [-1.794269, -1.032709, -3.016480], [-2.735508, -5.145699, 2.846992], [-2.669025, -3.802038, 2.387360], [-2.122184, -2.800501, 3.001276], [-1.477731, -3.029673, 4.277357], [-1.669199, -4.400769, 4.861021], [-2.234309, -5.418929, 4.079433], [-1.175158, -4.553462, 6.132682], [-0.833755, -3.444431, 6.900450], [-1.327321, -2.187005, 6.527198], [-1.359859, -1.047111, 7.367695], [-2.037288, 0.052355, 6.953967], [-2.785851, 0.086044, 5.817545], [-2.696699, -0.953805, 5.041647], [-1.916922, -2.031508, 5.304775], [-3.195459, -5.904274, 2.232758], [-3.097119, -3.558685, 1.420891], [-0.403237, -2.831934, 4.162156], [-2.288279, -6.426188, 4.482808], [-1.083270, -5.552250, 6.551423], [-0.404408, -3.547635, 7.886616], [-0.858428, -1.087993, 8.324309], [-2.038118, 0.963602, 7.540862], [-3.303915, -0.999542, 4.146198], [4.183345, 1.942742, -4.974533], [3.374277, 0.976498, -5.430853], [2.368372, 0.479869, -4.618259], [1.575872, -0.507754, -5.178159], [0.559072, -1.069353, -4.498830], [1.766817, -0.981198, -6.463031], [0.980541, -1.936754, -6.963771], [2.781620, -0.455138, -7.236076], [2.975241, -0.899398, -8.474871], [3.593547, 0.535064, -6.719501], [4.569554, 1.048599, -7.468229], [2.188145, 1.182003, -2.773163], [0.506511, 0.572360, -1.629790], [3.956178, 0.815091, -1.981628], [4.995682, 1.723732, -1.866298], [4.930955, 2.932257, -2.436281], [6.142846, 1.445626, -1.147971], [7.122807, 2.345642, -1.047047], [6.273673, 0.223310, -0.519234], [7.371291, -0.051035, 0.181914], [5.269281, -0.717784, -0.625809], [5.404052, -1.904981, -0.028849], [4.138230, -0.409293, -1.354808], [3.204987, -1.363647, -1.458875], [1.992647, 3.167916, -2.934692], [1.261502, 3.750059, -3.951866], [0.888243, 3.027255, -5.032578], [0.827986, 5.061347, -3.923614], [0.090634, 5.564484, -4.920575], [1.142107, 5.848736, -2.835563], [0.730160, 7.114953, -2.784655], [1.874594, 5.311866, -1.794425], [2.170061, 6.071833, -0.738846], [2.268085, 3.988056, -1.852624], [2.914298, 3.508956, -0.781209]], "forces_ev_per_a": [[0.85, 0.72, -0.22], [-0.15, 0.00, -0.04], [0.23, 0.51, 0.63], [-0.31, -0.36, -0.28], [0.09, -0.49, -0.67], [-0.11, 0.09, 0.03], [-0.44, 0.18, 0.38], [-0.01, -0.02, -0.04], [-0.02, -0.01, -0.01], [-0.02, 0.03, -0.02], [0.00, 0.01, 0.02], [0.00, 0.03, 0.02], [-0.02, 0.01, -0.01], [-0.12, -0.13, -0.04], [0.19, 0.06, 0.09], [0.04, 0.02, -0.02], [-0.05, -0.16, 0.00], [0.04, 0.00, 0.13], [0.07, 0.07, 0.00], [-0.22, -0.12, 0.32], [0.68, -0.17, -0.12], [0.09, 0.08, -0.16], [-0.03, -0.41, 0.25], [-0.04, -0.04, -0.01], [-0.07, 0.25, -0.34], [0.04, 0.03, 0.01], [0.06, -0.04, -0.03], [0.11, 0.01, -0.14], [0.00, 0.03, -0.04], [-0.04, 0.00, 0.07], [-0.02, 0.01, -0.02], [0.04, -0.01, 0.02], [-0.03, 0.00, -0.01], [-0.02, 0.02, -0.05], [0.01, -0.02, 0.04], [0.05, 0.02, 0.04], [-0.12, 0.18, 0.05], [0.03, 0.01, 0.07], [-0.01, -0.04, 0.02], [-0.11, 0.11, -0.16], [-0.12, -0.17, -0.18], [-0.13, -0.27, 0.53], [-0.15, -0.13, 0.01], [0.01, 0.03, -0.11], [0.01, -0.13, 0.18], [0.00, -0.30, 0.06], [0.20, 0.34, -0.01], [0.17, -0.28, 0.35], [-0.05, -0.03, 0.08], [-0.01, 0.09, 0.06], [-0.01, -0.23, -0.21], [-0.12, 0.18, 0.20], [0.00, 0.01, -0.41], [-0.01, 0.08, -0.05], [-0.01, -0.06, -0.04], [0.06, 0.14, 0.07], [0.05, 0.08, 0.03], [-0.09, 0.09, 0.03], [0.03, 0.03, -0.05], [0.01, 0.04, -0.03], [-0.03, -0.05, 0.01], [0.08, 0.04, -0.02], [-0.01, 0.03, 0.08], [-0.02, 0.02, 0.05], [-0.05, -0.10, -0.02], [-0.06, -0.03, 0.07], [0.01, 0.09, 0.06], [-0.03, -0.04, -0.06], [-0.01, 0.00, 0.01], [0.00, -0.07, -0.16], [0.00, 0.01, 0.01], [0.09, 0.04, -0.08], [0.00, 0.00, 0.02], [-0.18, 0.53, -0.04], [-0.29, -0.11, -0.32], [-0.04, -0.08, 0.22], [-0.06, 0.00, 0.00], [-0.01, -0.04, -0.08], [0.12, 0.06, 0.02], [-0.02, 0.00, -0.01], [0.14, -0.03, 0.08], [0.00, 0.00, -0.02], [0.00, -0.04, 0.03], [0.00, -0.01, -0.01], [-0.02, -0.01, -0.11], [-0.03, 0.03, -0.02], [-0.05, -0.14, 0.04], [0.01, -0.10, -0.11], [0.00, -0.07, 0.09], [-0.05, 0.04, -0.07], [0.03, -0.01, -0.01], [-0.03, 0.15, 0.01], [0.02, -0.01, 0.00], [0.03, 0.04, 0.08], [0.00, -0.02, 0.01], [0.03, -0.01, 0.00], [-0.06, -0.07, -0.02]], "lowdin_charge": [0.606, -0.109, -0.749, 0.684, -0.747, -0.107, 0.623, 0.060, 0.072, 0.082, 0.061, 0.061, 0.082, -0.047, -0.272, -0.128, -0.165, -0.151, 0.089, -0.472, 0.219, 0.225, -0.597, 0.056, -0.161, 0.087, -0.020, 0.111, 0.125, 0.111, 0.097, 0.119, 0.115, 0.131, 0.152, 0.116, 0.048, 0.125, 0.104, -0.064, -0.138, -0.097, -0.225, -0.179, -0.026, -0.033, -0.032, -0.199, 0.006, -0.110, 0.100, -0.148, 0.066, 0.098, 0.109, 0.134, 0.124, 0.124, 0.106, 0.117, 0.112, 0.099, 0.101, -0.225, -0.124, -0.221, 0.051, -0.144, 0.122, -0.133, 0.136, -0.140, 0.129, 0.589, 0.193, -0.120, -0.224, 0.099, -0.139, 0.126, -0.133, 0.134, -0.140, 0.117, -0.228, 0.072, -0.139, -0.223, 0.072, -0.148, 0.113, -0.137, 0.129, -0.138, 0.126, -0.233, 0.098], "e_tot_ha": -6917.3586, "max_force_ev_per_a": 1.13, "spin_multiplicity": 1, "relative_energy_kj_mol": 239.49, "homo_lumo_gap_ev": 5.99, "homo_energy_ev": -6.93}